# 1
A 6-piece molecular cluster, C20H46Cl8N2 overall. Source: the OMol25 dataset; level of theory: wB97M-V/def2-TZVPD.

Its frontier orbital gap is 8.4968 eV. The electronic energy comes out at -4580.2319 hartree. As for the SMILES: CCN(CC)CC.CCN(CC)CC.ClCCCl.ClCCCl.ClCCCl.ClCCCl.

The geometry in ORCA input format:
```
! RIJCOSX wB97M-V def2-TZVPD def2/J DEFGRID3
* xyz 0 1
C -5.43772 2.06109 -2.47759
H -4.98172 2.82109 -0.11159
C -0.46872 -0.02491 3.81341
Cl -0.03672 0.75109 0.17041
H 2.64528 -5.89291 -1.67859
C 4.79828 -4.11491 -3.87159
H -2.31172 0.29009 4.51241
H -2.74772 5.05409 -2.94659
H -3.89072 4.16409 0.58241
H -6.50772 2.67309 -2.45059
C 2.14328 -0.72491 -0.65659
H 3.31828 -0.42991 3.11941
H 0.53528 -4.36591 3.67741
H -3.56072 6.50809 -0.38559
H -4.22272 3.33809 -3.37559
C 2.24228 -5.11191 -1.12459
H -1.60372 -0.75691 5.70341
H -0.82372 -2.49691 4.19641
H 2.19528 -1.27691 5.00741
Cl 3.12328 0.45609 0.18741
H -1.89972 4.66809 -1.39059
H 1.12228 -3.16791 2.71241
H 0.22128 -1.68391 -0.44259
H 2.48128 3.37809 -3.11459
H -2.90272 1.58309 -0.70759
H -3.16372 2.55209 -2.76659
H -5.54672 1.49209 -1.66859
C 0.80528 -0.87891 0.08641
N 0.60128 -1.02691 3.91041
Cl 0.77128 -7.14391 -0.13659
Cl -0.03872 2.48109 -4.80059
C 0.13628 -2.36691 4.47341
H 4.56628 -2.37391 -5.18959
H 1.32128 -0.08491 5.56341
C 1.85028 -5.72091 0.28741
H 1.92628 2.50109 -1.72259
C -3.16272 2.33709 0.03541
H -3.56972 1.99909 1.10841
C -3.05172 4.95709 -1.84259
Cl 2.83928 -2.14391 -3.82559
H 0.18328 1.24609 -2.72359
H 1.99928 -3.43291 4.28241
C 2.67828 0.21209 3.78341
C 1.59628 3.05009 -2.65359
H -0.98772 -0.36591 3.06641
Cl 0.96428 -4.27191 -1.96159
H -5.41172 1.17209 -3.17459
H -2.62072 7.11309 -1.53359
N -4.18272 3.99609 -1.44559
H -0.97372 0.72309 5.57641
H 2.02528 -0.47391 -1.71959
C -3.42872 6.39609 -1.40459
H 0.16228 0.67609 3.34341
H 0.20328 -2.70891 5.53741
C 1.69228 -0.56791 4.72441
H 3.36028 0.79509 4.43541
H 1.48528 1.09309 -3.58059
H 2.79128 -6.27091 0.67341
H 0.74528 -1.04391 1.24141
C 3.97328 -3.17291 -4.78759
C -3.88672 3.45309 -0.15959
H -2.17972 2.76709 0.33741
Cl 0.57228 4.32509 -2.08359
H 2.62528 -1.84791 -0.43159
H 1.99228 0.72109 3.16441
Cl 5.63428 -3.24691 -2.50859
H 3.39728 -3.51091 -5.59459
H 5.61728 -4.56191 -4.46959
H 1.18028 -5.17691 0.89541
H 3.07528 -4.42991 -0.76659
H -4.52872 6.68909 -1.80559
C 0.72128 1.81309 -3.38959
C 1.01628 -3.39891 3.83841
C -4.11972 2.91209 -2.51159
C -1.36672 -0.05791 4.88441
H 4.28128 -4.89091 -3.53859
*
```


# 2
C20H46O4P4Y as an isolated structure. Source: the OMol25 dataset; level of theory: wB97M-V/def2-TZVPD.

Its frontier orbital gap is 2.1113 eV. The electronic energy comes out at -2493.3076 hartree.

The geometry in ORCA input format:
```
! RIJCOSX wB97M-V def2-TZVPD def2/J DEFGRID3
* xyz 3 1
O -1.60322 2.23859 2.52898
C -3.64709 2.34143 -1.48343
H 0.40171 2.64440 -1.13025
C -4.97083 2.16804 1.34896
H 7.79831 3.86097 -2.79962
H 2.69865 -1.76667 3.42212
H -5.70003 2.81031 0.83814
H 0.63910 -1.78537 -3.34555
C -1.26820 -3.31053 1.17419
H 6.30108 1.85133 -2.87088
H -5.22150 2.12710 2.41186
C 1.56954 -1.32947 -3.01339
P 1.66259 -1.30341 -1.18484
H -3.61048 2.02095 -2.53621
H -1.88500 1.87432 4.52032
C 6.86561 2.09597 -1.97061
H -5.03534 1.16264 0.91773
H 8.86562 2.91177 1.28997
H 6.11398 0.38132 -0.84741
H 0.02097 0.99362 3.75012
H 1.47444 -2.59678 2.44928
H -1.00769 -2.98812 -1.96443
H 3.75113 -0.82139 0.04323
H 0.97055 -3.65181 -1.20698
H -0.30943 -3.75498 0.91335
O 7.24671 0.75505 1.37670
C 2.20589 -1.78649 2.44653
H -1.55482 1.33737 -2.09707
C 3.37890 -0.69246 -0.97271
C 8.42524 3.51701 -0.75856
H -2.04507 -4.06801 1.07795
C 0.55430 1.73470 -1.75996
H 4.05445 -1.21927 -1.64904
H 7.80392 1.06027 2.11416
H -2.67746 -3.35902 -1.48098
H 1.61038 1.54464 -1.98363
H -2.36289 0.52613 3.44710
H 2.39676 -1.89832 -3.43643
H 2.29604 2.03826 2.25330
O -3.68560 2.82000 1.24818
H 9.07652 4.39263 -0.73126
H 2.70779 -3.48172 -1.41924
P -1.64336 -1.87682 0.12854
C 2.71294 1.03073 2.29202
C 8.31561 2.70199 0.36886
C 1.84583 -3.09571 -0.87611
C 7.45787 1.58389 0.30904
H 2.95350 -2.01817 1.68910
H -3.04491 3.26380 -1.40515
C -3.34487 -1.46133 0.63699
C -1.92060 -2.57395 -1.53142
H 1.12430 -0.13918 4.55956
P -2.24838 2.25179 0.90163
H 1.99299 -3.30741 0.17907
Y -0.36181 0.54101 0.04791
C -2.37594 1.62318 3.56611
H 3.24461 0.91063 3.23631
H -1.21391 -3.00686 2.21983
C 7.70402 3.21809 -1.92445
H -4.00181 -2.31343 0.47144
H -2.27774 -1.79764 -2.21184
H 3.43817 0.37108 -1.20837
H -4.68234 2.58881 -1.21206
P 1.36910 -0.19923 2.12567
H -3.69520 -0.59701 0.06399
H -3.40745 2.00098 3.56106
H -3.38729 -1.19738 1.69238
C 6.74457 1.26935 -0.85457
C 0.46989 0.00507 3.70110
O -3.09107 1.29077 -0.67832
H 3.42510 0.94801 1.47079
C -0.50322 1.01198 -2.24626
H -0.43348 0.12904 -2.88607
H -0.33777 -0.72396 3.76520
H 1.60369 -0.31990 -3.41268
*
```


# 3
C20H46OP4PtS as an isolated structure. Source: the OMol25 dataset; level of theory: wB97M-V/def2-TZVPD.

Its frontier orbital gap (alpha / beta) is 7.3882 / 4.2957 eV. The electronic energy comes out at -2746.2792 hartree.

The geometry in ORCA input format:
```
! RIJCOSX wB97M-V def2-TZVPD def2/J DEFGRID3
* xyz 4 5
H 2.40084 -2.62025 0.14297
C -1.36792 -2.04322 -3.17784
C 0.46222 -0.79543 -2.19791
H -1.29863 3.44457 -2.84256
H -0.26116 -2.85729 -7.26907
H -0.90856 1.68833 -2.82900
C -0.47133 -2.66148 -4.05058
P 0.70157 -2.81685 1.82831
H 0.14461 0.79582 4.30014
C -0.72829 2.65183 -2.33844
H -1.31008 4.37207 1.06676
H -3.60476 0.45808 1.42679
H -3.28126 1.28932 -0.91595
H 0.79904 4.04106 2.70254
H 2.00200 3.76529 -0.07222
H -3.47123 2.99272 -1.42528
H -3.66992 0.16098 3.19097
P 1.76640 2.07030 1.66136
S 1.22949 0.27929 -1.08616
H -0.79637 -3.35954 -4.81923
H 1.38179 -4.87098 2.94224
H 0.85053 -3.13844 -0.56940
C 0.88672 -2.36960 -3.95887
H -1.08661 -4.39752 1.52786
C -1.02589 -3.30769 1.65067
H 3.13499 2.39291 -0.31156
H 0.97680 2.69985 3.88091
P -1.26269 2.59637 -0.60273
H -2.69177 2.57827 3.97551
H 3.86919 1.36620 2.63004
H 3.45789 3.61524 0.96810
H 0.34578 2.86523 -2.39518
C -3.04252 0.08303 2.29099
C -2.10372 2.70304 3.05406
H 1.84334 -4.30861 0.34770
H -2.73831 3.15583 2.28510
H 0.88965 -3.56772 4.07828
H -1.57969 -0.56575 -1.56986
C 2.95743 0.85048 2.29815
H -2.41736 -2.31674 -3.21446
H -0.45882 -0.49777 0.16790
Pt -0.13626 1.00786 0.70081
C 1.52824 -3.26347 0.28182
C -0.83413 0.36080 4.07710
H -0.71407 -0.72203 3.95967
C -0.91647 -1.09092 -2.26123
H -1.47501 -2.81722 0.77330
H 2.47881 -3.48271 3.25340
H 2.68048 -3.44446 -6.45687
H -1.51704 0.56774 4.91296
H -2.78077 -0.97009 2.12578
H 2.42377 -1.10433 -3.08033
H 0.02067 4.59645 -0.10385
C 2.67647 3.06005 0.42990
C -3.05465 2.32963 -0.65532
H -1.58536 -3.02090 2.55458
H -3.52734 2.55182 0.30802
C -1.02801 4.29262 0.01027
H 2.50184 0.30113 3.12994
P -1.51926 1.04994 2.53893
C 1.44603 3.22182 3.03976
C 1.83315 -2.86781 -6.85314
H -1.25352 3.36187 3.26480
O 0.81938 -1.34004 2.14042
H -1.67088 4.95171 -0.58982
H 2.04489 -1.87436 -7.26065
C 1.43339 -3.79647 3.15176
H 1.60660 -2.84800 -4.60809
H 2.41261 3.63434 3.36181
C 1.36988 -1.40510 -3.09740
H 0.42066 -4.40570 -6.46972
C 0.59971 -3.39080 -6.85097
H 3.19281 0.13543 1.50127
*
```


# 4
C20H47ClCrOP2 as an isolated structure. Source: the OMol25 dataset; level of theory: wB97M-V/def2-TZVPD.

Its frontier orbital gap (alpha / beta) is 2.1907 / 4.6958 eV. The electronic energy comes out at -3052.5811 hartree.

The geometry in ORCA input format:
```
! RIJCOSX wB97M-V def2-TZVPD def2/J DEFGRID3
* xyz -1 4
C -2.59472 -4.24610 -1.37780
H -2.99297 3.21631 -2.04433
H 2.42652 5.04852 -0.55780
H -2.53994 2.74493 -0.39606
C -1.25913 -3.57521 2.23475
H 1.78813 2.42679 -2.05909
Cl 0.17460 -0.02583 -2.28936
Cr -0.08671 -0.78742 -0.18214
H 1.38474 2.48849 2.36604
H 1.42944 -2.62414 1.84407
C -2.19412 2.79269 -1.43271
H -0.22420 -5.42868 -1.71044
H -2.45722 -4.94715 -0.53468
C 3.05884 2.12979 -0.37006
H -1.33141 0.12484 -0.23279
H -3.72143 -2.89956 0.60795
H 1.99326 -4.08973 1.00914
C -2.19969 -2.82512 -0.96245
H 0.32728 5.12783 1.13409
H -1.93784 4.03537 1.35672
H -0.47761 3.36093 -2.57181
C -0.34946 -0.27974 1.78092
P 0.40313 3.25138 -0.35705
H 2.01113 -1.70165 -1.94799
H 1.35527 -5.30780 -0.87953
H 1.77918 -0.02910 2.17541
H -1.27764 -2.49643 2.45559
C 2.06054 -2.76474 -1.68264
H 2.58216 1.28967 0.14967
H -2.03769 1.75964 -1.75019
C -1.08696 3.67894 1.94216
H 0.16444 -3.06217 -2.63710
C 0.26232 4.03769 1.31331
H 3.64216 2.72449 0.34170
C 0.66374 -3.42593 -1.71922
C 0.76012 -4.95581 -1.73305
H -1.72418 5.49755 -2.30742
H -2.26425 -3.88734 1.92788
C 2.48876 4.41310 -1.45537
H -3.93902 -1.60264 -0.57587
H -0.31727 -4.97981 0.88111
C -1.11087 5.12959 -1.47105
H -2.71742 -1.41762 0.67596
O -1.47226 0.05301 2.17003
H -1.03109 -4.11796 3.16287
H 1.34952 4.05372 3.18804
H -1.20848 2.59049 2.06432
C 1.41661 3.57474 2.20789
H -1.59777 5.38293 -0.51951
H 0.68391 0.65579 3.40223
H -2.00721 -4.58689 -2.24304
C 2.04014 2.99279 -1.13781
C -0.20386 -3.91759 1.17483
H 2.71762 -3.26054 -2.41001
H 1.36829 -0.72787 0.32692
H -0.14752 5.66163 -1.50561
H 1.85139 4.86387 -2.22813
H 1.36307 -4.21141 2.65152
H 0.94690 -1.11263 3.29501
H -1.17310 4.13328 2.93616
C 0.83344 -0.18378 2.72636
H 2.39594 3.82101 1.79568
H 3.76007 1.69197 -1.09331
C 1.22817 -3.69505 1.69040
H -3.65285 -4.27153 -1.66848
H 1.25833 -5.27307 -2.65643
H 3.52688 4.41868 -1.81135
H 2.52993 -2.83672 -0.69421
H -2.12259 -2.16882 -1.85577
C -0.91036 3.61588 -1.58160
C -3.18772 -2.15517 0.00676
P -0.46944 -2.90950 -0.35225
*
```


# 5
A 3-piece molecular cluster, C20H47FO13P3S overall. Source: the OMol25 dataset; level of theory: wB97M-V/def2-TZVPD.

Its frontier orbital gap is 3.4649 eV. The electronic energy comes out at -3290.6216 hartree.

The geometry in ORCA input format:
```
! RIJCOSX wB97M-V def2-TZVPD def2/J DEFGRID3
* xyz -1 1
H -0.46319 -3.00951 -4.56630
H 2.66189 0.27486 3.00131
C -0.83026 -2.48513 -2.50960
C 1.98735 -2.30189 6.15031
H 2.05667 -4.95166 -2.77841
H -1.94239 2.95133 -5.76054
P 1.66930 -1.96320 -1.93665
O -0.77836 -0.56518 2.69050
H 0.90344 2.76047 3.33831
P -2.47366 1.46397 -2.59021
H -2.74300 1.62844 4.02453
H 1.38398 3.89689 6.19634
H 1.68306 -1.52743 6.85451
O 2.34295 -2.16034 -3.37138
H 2.86766 -2.78580 6.57197
C 2.71661 -2.93674 1.27301
H 3.98210 -3.41912 -3.15235
C 1.69119 0.76621 2.94657
H 2.57485 -0.60180 5.01095
H -1.57466 -3.25700 -2.31511
O 1.30179 -0.96035 -0.92154
H 2.60832 2.66911 3.02180
H 0.13851 2.94376 5.34327
H 3.41836 -1.31618 0.03457
H 4.43315 -2.74209 -0.00799
H -4.23166 -0.48499 -1.72980
C -2.58528 2.07853 -5.86528
F 3.62006 3.36973 6.80995
H 1.37051 -4.50191 -4.33687
H 2.90146 -5.39134 -4.26199
H 1.63301 -2.84099 1.22424
H -2.72933 1.87486 -6.92853
H -1.10215 -1.60314 -1.92076
P 0.45140 -0.32753 3.69750
O -3.70451 0.67686 -3.37311
C -0.43234 3.98469 -2.98300
O 4.80713 2.17437 5.07526
H -3.68798 0.59424 2.91021
H 0.04532 3.09668 -2.56073
H -2.33939 4.97793 -2.97374
H -4.85216 -1.00024 -3.28646
H -0.11139 -1.33383 -4.17750
H 3.42938 -3.10320 -4.77508
O 0.42494 -2.99626 -2.05812
C 2.16800 2.14528 5.05313
H 1.15143 -2.98711 6.02117
H -5.73863 1.64242 -2.04310
O -3.18814 1.57981 -1.28506
C -1.55339 0.63870 2.50867
S 3.64113 3.00349 5.24767
H 3.06613 -2.40773 2.15746
C -2.75366 0.69747 3.46124
O 3.74192 4.28620 4.57976
C -5.93918 0.64385 -2.42941
H 1.43159 0.83950 1.88137
O -0.09899 0.11922 4.99079
H 2.92681 -4.00173 1.39657
C -4.65271 -0.12236 -2.66631
O -1.50539 1.04535 -3.86246
C 3.08627 -3.32219 -3.76236
C 2.29029 -1.64013 4.80626
C -0.80166 -2.15570 -3.97779
C 1.08276 2.89261 5.88408
O 1.16169 -1.75807 3.91829
H -0.91765 1.49858 2.73316
O -2.65966 2.98649 -3.17645
H -3.55465 2.32392 -5.43650
H -1.79279 -1.86022 -4.32371
H -2.01622 4.04624 -1.51390
H -6.58166 0.11706 -1.72239
H 0.89120 2.31243 6.79065
O 2.74943 -2.89264 -1.15465
C 1.79547 2.16808 3.56436
C 2.30249 -4.61437 -3.78379
H 0.09861 4.86332 -2.61594
H -1.84704 0.70438 1.46287
H -2.64814 0.01321 -5.26063
C -1.89952 4.05282 -2.60096
C 3.39537 -2.40442 0.03099
H -2.64544 -0.10139 4.19072
H -1.07919 0.57928 -5.76814
H 3.14306 -2.10922 4.31050
H -6.48414 0.76861 -3.36719
C -1.97295 0.86335 -5.20742
H -0.31547 3.92946 -4.06556
*
```


# 6
C20H47MgNO4P3 as an isolated structure. Source: the OMol25 dataset; level of theory: wB97M-V/def2-TZVPD.

Its frontier orbital gap is 6.9669 eV. The electronic energy comes out at -2369.7897 hartree.

The geometry in ORCA input format:
```
! RIJCOSX wB97M-V def2-TZVPD def2/J DEFGRID3
* xyz 1 1
H 5.02573 0.16558 1.75690
H -3.83541 -0.42566 2.42010
H -0.94028 4.67045 -0.47566
C -1.39035 -3.12086 1.66873
H 4.78674 1.80612 -1.37668
C -1.05854 3.60728 -0.16396
C 2.59310 2.81610 -0.09209
H 0.92040 1.30962 -3.02279
H 3.89973 -1.89848 -1.64330
H -2.20383 -0.68054 1.74172
H -0.84708 -2.55191 2.45125
H -1.06700 -4.73246 -2.46715
C -2.99178 -1.18611 -1.97145
H -5.40463 1.35206 1.39110
O 1.19598 -3.47525 -0.04886
H -0.98215 -4.13343 1.48348
H 2.74213 -3.64383 1.28815
H -5.27639 0.49261 -0.16132
C -1.06765 -4.16199 -1.51617
H -1.36277 3.64503 0.91559
H 1.35756 4.59752 -0.04781
H 3.46876 3.20512 0.45663
H -3.63906 -1.24061 0.84658
H 1.40873 -0.79520 2.41436
H -1.89533 0.45303 -2.83359
H -1.96087 3.08133 -2.05787
C -0.25543 1.11055 1.62972
C -3.24515 -0.43311 1.48604
H -2.97642 1.69818 1.50812
C 1.63432 -3.67968 1.27037
C 2.92009 0.73846 1.96526
H 2.44207 -1.81412 -0.61102
H -3.13185 -1.67531 -2.95255
Mg 0.05362 0.82463 -0.07888
P 2.28615 1.00880 0.21900
P 0.07870 -2.10290 -0.23178
H 4.76265 1.93358 1.72735
H -3.82649 2.07952 -2.98044
O -1.49812 -2.37706 0.48211
C -2.76952 0.32334 -2.16515
P -2.12093 1.14863 -0.60157
H -2.14074 -1.66874 -1.46430
H 2.69958 -0.63306 3.63689
H -0.59583 -4.82793 -0.76674
C -3.35575 0.93762 0.79673
O -0.45880 1.34741 2.76202
N 0.17659 2.87817 -0.38933
H 5.45666 0.51943 -0.33693
C 4.80940 0.71687 -1.20618
C -3.97583 0.99573 -2.84186
H -3.17280 3.41587 -0.77999
C 3.44650 -1.39040 -0.77268
H -4.91253 2.24060 -0.07412
H 0.66530 0.54940 -2.97383
H 4.06645 -1.63113 0.10838
H 5.28712 0.25074 -2.08786
C 1.29036 3.53266 0.27341
H -4.90312 0.84830 -2.26590
H 1.18783 3.56399 1.39053
H 4.63965 1.03335 3.26118
H -3.90064 -1.37825 -1.37506
H 2.83605 0.30288 -1.95263
H 1.31692 -4.68860 1.60419
O -0.35074 -2.95876 -1.73055
H 1.25626 -2.94858 1.99708
C 4.42122 0.98659 2.17880
H -2.41366 -3.28238 2.06446
C 2.48529 -0.61499 2.55303
C -4.81483 1.27976 0.45907
H -2.13053 -3.96782 -1.26578
H 2.77927 2.93094 -1.17529
H 2.35780 1.52885 2.50134
C -2.18403 2.96769 -0.98156
H 3.03260 -1.45238 2.08883
C 3.40172 0.12746 -1.01609
H -4.13214 0.54968 -3.84169
*
```


- Which formula does entry 5 have?
  C20H47FO13P3S


- The highest electronic energy belongs to which entry?
  C20H47MgNO4P3